Record 1
{"formula": "C5H10O", "method": "wB97M-V/def2-TZVPD", "homo_lumo_gap_ha": 0.3871, "charge": 0, "e_tot_ev": -7394.601, "lumo_ha": 0.0386, "smiles": "CCC(=O)CC", "homo_energy_ev": -9.48, "symbols": ["C", "C", "C", "O", "C", "C", "H", "H", "H", "H", "H", "H", "H", "H", "H", "H"], "positions_angstrom": [[2.397, 0.272, 0.060], [1.045, -0.170, -0.506], [0.026, -0.231, 0.622], [0.244, -0.908, 1.606], [-1.279, 0.521, 0.460], [-2.233, -0.359, -0.366], [3.176, 0.279, -0.707], [2.691, -0.413, 0.860], [2.329, 1.279, 0.488], [1.128, -1.180, -0.929], [0.708, 0.495, -1.310], [-1.684, 0.695, 1.461], [-1.122, 1.490, -0.033], [-2.087, -1.412, -0.102], [-3.278, -0.109, -0.162], [-2.061, -0.249, -1.442]], "lowdin_charge": [-0.097, -0.183, -0.440, 0.079, -0.179, -0.090, 0.072, 0.075, 0.080, 0.123, 0.108, 0.114, 0.113, 0.082, 0.072, 0.074]}

Record 2
{"formula": "C6H16O10SZn", "method": "wB97M-V/def2-TZVPD", "homo_lumo_gap_ha": 0.1943, "charge": -2, "e_tot_ev": -86208.763, "lumo_ha": 0.1666, "homo_energy_ev": -0.75, "symbols": ["Zn", "S", "O", "O", "O", "O", "O", "C", "C", "O", "H", "H", "H", "H", "C", "C", "O", "O", "H", "H", "H", "H", "H", "H", "C", "C", "O", "O", "H", "H", "H", "H", "H", "H"], "positions_angstrom": [[-0.089, -0.834, 0.183], [2.842, -0.670, -1.222], [3.058, -1.532, -2.399], [2.514, 0.682, -1.589], [1.654, -1.131, -0.525], [4.023, -0.719, -0.365], [-1.624, -0.996, -1.238], [-2.001, -2.345, -1.270], [-1.651, -3.204, 0.031], [-0.444, -2.859, 0.703], [-1.437, -2.834, -2.064], [-3.060, -2.393, -1.527], [-1.602, -4.241, -0.300], [-2.507, -3.329, 0.695], [-0.134, 2.559, -0.878], [0.175, 2.979, -2.301], [1.627, 3.142, -2.376], [0.217, 1.210, -0.661], [-1.150, 2.787, -0.554], [0.388, 3.215, -0.182], [-0.317, 3.928, -2.514], [-0.210, 2.241, -3.005], [1.950, 2.251, -2.224], [1.079, 1.003, -1.029], [-0.959, -0.228, 2.943], [0.314, 0.613, 2.905], [1.124, -0.034, 1.911], [-1.666, -0.140, 1.727], [-1.649, 0.177, 3.683], [-0.806, -1.305, 3.016], [0.807, 0.687, 3.874], [0.073, 1.607, 2.526], [2.034, 0.143, 2.162], [-2.571, -0.429, 1.865]], "lowdin_charge": [0.685, 0.214, -0.401, -0.376, -0.377, -0.405, -0.354, -0.394, -0.397, -0.345, 0.074, 0.063, 0.060, 0.047, -0.240, -0.210, -0.093, -0.105, 0.109, 0.107, 0.098, 0.123, 0.012, -0.008, -0.238, -0.187, -0.066, -0.079, 0.110, 0.120, 0.116, 0.118, 0.112, 0.106]}

Record 3
{"formula": "C15H35ClF2MgO8P2S2", "method": "wB97M-V/def2-TZVPD", "homo_lumo_gap_ha": 0.0879, "charge": 0, "e_tot_ev": -96145.310, "lumo_ha": -0.1197, "homo_energy_ev": -5.65, "symbols": ["C", "C", "C", "O", "C", "P", "C", "C", "F", "P", "C", "C", "C", "S", "C", "O", "O", "H", "H", "H", "H", "H", "H", "H", "H", "H", "H", "H", "H", "H", "H", "H", "H", "H", "H", "H", "H", "H", "H", "H", "H", "Cl", "F", "O", "S", "O", "O", "C", "C", "C", "H", "H", "H", "H", "H", "H", "H", "H", "Mg", "C", "C", "O", "O", "H", "H", "H"], "positions_angstrom": [[4.038, -1.404, -1.813], [3.704, 0.115, -1.909], [2.687, 0.327, -3.031], [1.453, 0.810, -2.528], [0.898, -0.256, -1.832], [-0.687, -1.013, -2.275], [-0.916, -1.473, -4.050], [-0.080, -0.681, -5.024], [-0.720, -2.810, -4.292], [-2.426, 0.151, -1.666], [-1.909, 1.599, -0.687], [-3.195, 0.851, -3.220], [-4.324, -0.096, -3.667], [-0.588, -2.735, -0.933], [-1.524, -4.093, -1.447], [0.846, -3.014, -0.824], [-1.082, -2.184, 0.284], [5.013, -1.514, -1.366], [3.366, -2.046, -1.169], [4.009, -1.854, -2.791], [3.239, 0.469, -0.993], [4.620, 0.658, -2.058], [2.572, -0.588, -3.599], [3.025, 1.101, -3.703], [1.592, -1.091, -1.745], [0.734, 0.129, -0.805], [-1.956, -1.271, -4.281], [-0.437, -0.893, -6.019], [-0.115, 0.379, -4.829], [0.947, -1.009, -4.970], [-1.112, 1.387, 0.008], [-1.573, 2.418, -1.304], [-2.790, 1.897, -0.141], [-3.631, 1.777, -2.885], [-2.456, 1.022, -3.985], [-4.292, -1.050, -3.161], [-4.312, -0.300, -4.726], [-5.262, 0.357, -3.393], [-0.980, -4.615, -2.222], [-1.577, -4.804, -0.519], [-2.510, -3.801, -1.764], [-2.300, -5.323, 1.173], [1.229, 0.010, 1.115], [1.224, -0.103, 4.814], [-0.162, 0.195, 4.628], [-0.593, 1.164, 3.672], [-0.814, 0.533, 6.032], [-0.187, 1.575, 6.822], [-0.500, 2.966, 6.306], [-1.041, -1.299, 4.327], [0.889, 1.409, 6.872], [-0.582, 1.456, 7.829], [-0.043, 3.141, 5.333], [-0.117, 3.717, 6.996], [-1.576, 3.099, 6.193], [-0.751, -2.034, 5.072], [-0.768, -1.637, 3.330], [-2.107, -1.096, 4.374], [2.159, -1.939, 0.203], [1.925, 2.711, 2.102], [2.019, 4.192, 2.618], [1.910, 5.055, 1.733], [2.187, 4.287, 3.841], [1.779, 2.681, 1.025], [2.845, 2.177, 2.340], [1.088, 2.210, 2.584]], "lowdin_charge": [-0.060, -0.146, -0.211, -0.106, -0.413, 0.926, -0.495, -0.038, -0.020, 0.885, -0.258, -0.411, -0.166, 0.520, -0.241, -0.433, -0.318, 0.091, 0.010, 0.094, 0.119, 0.124, 0.101, 0.138, 0.027, 0.085, 0.097, 0.098, 0.089, 0.075, 0.042, 0.055, 0.052, 0.076, 0.058, 0.044, 0.070, 0.073, 0.071, -0.131, 0.082, -0.348, -0.484, -0.274, 0.552, -0.280, -0.264, -0.243, -0.065, -0.116, 0.115, 0.115, 0.066, 0.084, 0.081, 0.073, 0.060, 0.075, 1.086, -0.058, -0.793, -0.081, -0.064, 0.031, 0.056, 0.017]}

Record 4
{"formula": "C29H27FN3Nb", "method": "wB97M-V/def2-TZVPD", "homo_lumo_gap_ha": [0.1834, 0.1828], "charge": 2, "e_tot_ev": -39228.863, "lumo_ha": [-0.2993, -0.2996], "homo_energy_ev": [-13.14, -13.13], "symbols": ["C", "H", "H", "H", "C", "C", "H", "C", "C", "H", "H", "H", "C", "C", "C", "H", "C", "H", "C", "H", "C", "C", "C", "C", "H", "C", "H", "C", "H", "C", "C", "H", "C", "H", "C", "H", "C", "C", "H", "C", "H", "N", "N", "Nb", "H", "H", "H", "H", "F", "N", "C", "C", "C", "C", "C", "C", "H", "H", "H", "H", "H"], "positions_angstrom": [[3.777, 1.276, -2.744], [4.550, 0.725, -3.286], [4.254, 1.942, -2.014], [3.238, 1.918, -3.453], [2.883, 0.292, -2.072], [2.853, -1.071, -2.346], [3.590, -1.463, -3.041], [1.952, -1.965, -1.767], [2.165, -3.430, -2.026], [2.601, -3.944, -1.157], [2.875, -3.523, -2.853], [1.239, -3.947, -2.302], [0.230, -2.626, -0.225], [-1.071, -3.017, -0.580], [-1.675, -4.083, 0.086], [-2.681, -4.385, -0.203], [-0.990, -4.766, 1.093], [-1.454, -5.623, 1.586], [0.299, -4.359, 1.464], [0.851, -4.895, 2.236], [0.897, -3.275, 0.828], [1.359, 1.952, -1.058], [0.725, 2.515, -2.225], [-0.014, 3.680, -2.072], [-0.557, 4.101, -2.923], [-0.074, 4.326, -0.828], [-0.680, 5.231, -0.742], [0.595, 3.836, 0.284], [0.567, 4.384, 1.229], [1.292, 2.621, 0.207], [-2.296, 0.462, -2.170], [-2.113, -0.407, -2.818], [-3.163, 1.461, -2.581], [-3.681, 1.416, -3.548], [-3.406, 2.590, -1.733], [-4.126, 3.366, -1.946], [-2.619, 2.629, -0.633], [-1.767, 1.810, -0.028], [-2.354, 3.154, 1.324], [-1.662, 0.490, -0.831], [-1.776, -0.481, -0.294], [0.923, -1.606, -0.978], [2.118, 0.758, -1.086], [0.310, 0.324, -0.274], [1.897, -2.926, 1.106], [-1.574, -2.486, -1.391], [0.849, 1.996, -3.184], [1.981, 2.286, 0.991], [-3.080, 3.763, 1.033], [0.248, 0.169, 1.587], [-0.206, 0.045, 2.859], [-0.983, -1.084, 3.250], [-1.423, -1.221, 4.561], [-1.125, -0.231, 5.510], [-0.391, 0.905, 5.135], [0.067, 1.047, 3.833], [-1.205, -1.830, 2.481], [-2.011, -2.100, 4.835], [-1.483, -0.338, 6.537], [-0.181, 1.692, 5.863], [0.640, 1.915, 3.498]], "lowdin_charge": [0.014, 0.101, 0.111, 0.097, -0.300, 0.015, 0.127, -0.269, 0.011, 0.109, 0.095, 0.108, -0.342, -0.053, -0.056, 0.119, -0.050, 0.121, -0.046, 0.123, -0.045, -0.472, 0.007, -0.043, 0.134, -0.055, 0.136, -0.041, 0.136, -0.053, -0.018, 0.127, -0.011, 0.141, 0.034, 0.143, 0.013, -0.018, 0.127, -0.327, 0.113, -0.060, -0.066, 1.704, 0.133, 0.102, 0.137, 0.133, -0.025, -0.089, -0.362, -0.022, -0.061, -0.050, -0.065, -0.030, 0.098, 0.118, 0.119, 0.118, 0.104]}

Record 5
{"formula": "C3H10NO3S", "method": "wB97M-V/def2-TZVPD", "homo_lumo_gap_ha": [0.3857, 0.1898], "charge": 2, "e_tot_ev": -21721.021, "lumo_ha": [-0.2998, -0.4956], "s2": 0.75, "multiplicity": 2, "homo_energy_ev": [-18.65, -18.65], "symbols": ["O", "C", "O", "C", "C", "S", "N", "H", "H", "H", "H", "H", "H", "H", "H", "H", "H", "O"], "positions_angstrom": [[1.583, 1.583, -0.707], [0.658, 0.916, -1.033], [0.138, 0.723, -2.224], [-0.109, 0.032, 0.019], [0.910, -1.107, 0.218], [0.523, -2.176, 1.617], [-0.377, 0.965, 1.173], [0.714, 0.996, -2.956], [-0.966, -0.398, -0.501], [0.888, -1.571, -0.786], [1.965, -0.895, 0.425], [1.796, -2.357, 2.038], [-1.367, 1.233, 1.050], [-0.368, 0.475, 2.075], [0.400, 1.641, 1.229], [-3.266, 1.819, -1.187], [-3.740, 0.346, -1.044], [-3.059, 0.948, -0.791]], "lowdin_charge": [0.198, -0.517, 0.199, -0.231, -0.380, 1.233, 0.271, 0.178, 0.150, 0.157, 0.114, 0.002, 0.181, 0.162, 0.190, 0.084, 0.046, -0.035]}

Record 6
{"formula": "C4H9NS", "method": "wB97M-V/def2-TZVPD", "homo_lumo_gap_ha": 0.3462, "charge": 0, "e_tot_ev": -16616.733, "lumo_ha": 0.0386, "smiles": "CCSN1CC1", "homo_energy_ev": -8.37, "symbols": ["C", "C", "S", "N", "C", "C", "H", "H", "H", "H", "H", "H", "H", "H", "H"], "positions_angstrom": [[0.486, -0.221, 1.926], [1.464, 0.473, 1.019], [0.609, 1.393, -0.230], [-0.214, -0.052, -0.747], [-0.494, -0.417, -2.070], [-1.675, -0.058, -1.119], [-0.168, -0.874, 1.376], [1.100, -0.802, 2.563], [-0.253, 0.344, 2.506], [2.033, -0.171, 0.346], [2.120, 1.210, 1.423], [-0.147, -1.437, -2.286], [-0.529, 0.283, -2.891], [-2.063, 0.935, -1.408], [-2.269, -0.606, -0.408]], "lowdin_charge": [-0.167, -0.557, 0.850, -0.476, -0.202, -0.118, 0.048, 0.055, 0.081, 0.065, 0.053, 0.104, 0.090, 0.090, 0.084]}

Record 7
{"formula": "C5H13NO2", "method": "wB97M-V/def2-TZVPD", "homo_lumo_gap_ha": 0.3565, "charge": 0, "e_tot_ev": -10979.474, "lumo_ha": 0.0276, "smiles": "C=CCCNCO.O", "homo_energy_ev": -8.95, "symbols": ["C", "C", "C", "C", "N", "C", "O", "H", "H", "H", "H", "H", "H", "H", "H", "H", "H", "H", "O", "H", "H"], "positions_angstrom": [[-1.104, 2.409, -0.572], [-0.249, 1.717, -1.308], [1.223, 1.538, -1.034], [1.498, 0.528, 0.182], [0.343, -0.014, 0.852], [0.535, -1.285, 1.460], [0.278, -2.391, 0.602], [-2.129, 2.555, -0.868], [-0.785, 2.768, 0.401], [-0.594, 1.180, -2.190], [1.598, 2.490, -0.661], [1.777, 1.210, -1.903], [2.154, 1.038, 0.899], [2.183, -0.208, -0.248], [-0.523, 0.077, 0.345], [1.571, -1.315, 1.831], [0.003, -1.433, 2.400], [0.880, -2.419, -0.146], [-2.205, -1.617, -0.344], [-1.465, -2.208, -0.167], [-2.584, -1.408, 0.523]], "lowdin_charge": [-0.002, -0.211, -0.153, -0.219, -0.050, -0.295, -0.070, 0.055, 0.069, 0.101, 0.100, 0.096, 0.104, 0.098, 0.071, 0.122, 0.121, 0.093, -0.069, -0.003, 0.044]}

Record 8
{"formula": "CH3FNO", "method": "wB97M-V/def2-TZVPD", "homo_lumo_gap_ha": [0.2867, 0.2674], "charge": -1, "e_tot_ev": -7334.765, "lumo_ha": [0.1731, 0.1737], "homo_energy_ev": [-3.09, -2.55], "symbols": ["C", "N", "O", "F", "H", "H", "H"], "positions_angstrom": [[-0.471, 0.025, -0.371], [-0.012, -0.148, 0.947], [1.796, -0.975, 0.380], [0.536, 1.009, 1.453], [-1.237, 0.817, -0.490], [0.294, 0.087, -1.130], [-0.906, -0.816, -0.789]], "lowdin_charge": [-0.250, -0.141, -0.588, -0.162, 0.067, 0.042, 0.032]}

Record 9
{"formula": "C3H10N2O", "method": "wB97M-V/def2-TZVPD", "homo_lumo_gap_ha": 0.3197, "charge": 0, "e_tot_ev": -8294.949, "lumo_ha": -0.0253, "homo_energy_ev": -9.39, "symbols": ["C", "N", "C", "O", "C", "N", "H", "H", "H", "H", "H", "H", "H", "H", "H", "H"], "positions_angstrom": [[0.477, 1.108, -0.421], [-0.042, -0.017, -1.317], [-1.263, -0.336, -0.596], [-1.724, 0.100, 0.578], [1.068, 0.263, 0.796], [2.207, -0.537, 0.255], [-0.350, 1.709, -0.083], [1.075, 1.819, -1.012], [-3.904, -2.024, 2.010], [-2.118, -0.660, -1.218], [-0.300, -1.010, -0.476], [-3.658, -1.327, 2.078], [1.621, 0.871, 1.500], [0.117, -0.181, 1.052], [2.571, -1.289, 0.887], [1.896, -1.043, -0.600]], "lowdin_charge": [-0.168, 0.100, -0.382, -0.128, -0.233, -0.038, 0.092, 0.117, 0.015, 0.147, 0.171, 0.006, 0.107, 0.061, 0.080, 0.053]}

Record 10
{"formula": "C4H13N2", "method": "wB97M-V/def2-TZVPD", "homo_lumo_gap_ha": 0.3561, "charge": 1, "e_tot_ev": -7331.965, "lumo_ha": -0.1295, "smiles": "CN(C)CC[NH3+]", "homo_energy_ev": -13.22, "symbols": ["C", "N", "C", "C", "C", "N", "H", "H", "H", "H", "H", "H", "H", "H", "H", "H", "H", "H", "H"], "positions_angstrom": [[-0.874, -1.492, 0.050], [-0.379, -0.203, 0.524], [-1.238, 0.209, 1.656], [-0.332, 0.907, -0.435], [0.855, 0.622, -1.370], [2.009, 0.186, -0.524], [-1.710, -1.441, -0.659], [-1.278, -2.052, 0.873], [-0.070, -2.092, -0.378], [-2.309, 0.216, 1.442], [-0.945, 1.154, 2.115], [-1.099, -0.533, 2.448], [-1.220, 0.963, -1.072], [-0.139, 1.779, 0.172], [0.663, -0.072, -2.176], [1.167, 1.592, -1.748], [2.847, 0.741, -0.707], [2.271, -0.787, -0.682], [1.781, 0.304, 0.471]], "lowdin_charge": [-0.081, -0.296, -0.087, -0.178, -0.115, 0.185, 0.102, 0.083, 0.081, 0.098, 0.088, 0.091, 0.139, 0.122, 0.134, 0.129, 0.173, 0.170, 0.162]}

Record 11
{"formula": "C2H6F2N2", "method": "wB97M-V/def2-TZVPD", "homo_lumo_gap_ha": 0.3871, "charge": 0, "e_tot_ev": -10584.891, "lumo_ha": 0.0413, "smiles": "CNNC(F)F", "homo_energy_ev": -9.41, "symbols": ["C", "N", "N", "C", "F", "F", "H", "H", "H", "H", "H", "H"], "positions_angstrom": [[0.188, 0.039, 1.034], [0.079, -0.690, -0.248], [0.324, 0.035, -1.427], [-0.920, 0.525, -2.144], [-0.537, 0.905, -3.406], [-1.295, 1.684, -1.554], [1.113, 0.025, 1.539], [-0.048, 1.147, 0.921], [-0.524, -0.454, 1.606], [0.802, -1.461, -0.285], [0.810, 0.993, -1.324], [-1.699, -0.149, -2.140]], "lowdin_charge": [-0.102, -0.144, -0.051, -0.378, 0.041, 0.039, 0.050, 0.102, 0.045, 0.128, 0.146, 0.125]}

Record 12
{"formula": "C3H2AuO2", "method": "wB97M-V/def2-TZVPD", "homo_lumo_gap_ha": [0.4300, 0.3179], "charge": 3, "e_tot_ev": -10882.041, "lumo_ha": [-0.6412, -0.7656], "s2": 2.01, "multiplicity": 3, "homo_energy_ev": [-29.15, -29.48], "symbols": ["O", "O", "C", "C", "C", "H", "Au", "H"], "positions_angstrom": [[0.272, 1.242, -0.237], [0.445, -0.854, 0.121], [-1.019, 0.858, -0.153], [-0.959, -0.528, 0.155], [1.121, 0.221, 0.023], [-1.459, -0.906, 1.052], [3.143, 0.373, 0.028], [-1.544, -0.405, -0.989]], "lowdin_charge": [0.201, 0.202, 0.431, 0.109, -0.125, 0.238, 1.594, 0.350]}